1.
5 unconnected molecules or ions with the total composition C30H25N5O10 in a non-equilibrium geometry. Source: OMol25; level of theory: wB97M-V/def2-TZVPD.

Atoms and positions in Å:
C: 15.87839 12.33453 9.30957
C: 16.97934 12.89904 8.66495
C: 16.78339 13.67280 7.50034
C: 15.54923 13.91606 6.97534
C: 14.47876 13.36593 7.64849
C: 14.56319 12.51740 8.78758
N: 15.31599 14.63664 5.67782
O: 14.19765 15.05802 5.39751
O: 16.27168 14.77404 4.94844
H: 16.03356 11.79744 10.23361
H: 17.92310 12.68177 9.14298
H: 17.65858 14.07461 7.01146
H: 13.48718 13.56983 7.27220
H: 13.66962 12.19011 9.29828
C: 16.23584 11.42660 13.40109
C: 15.26535 12.39983 13.02287
C: 15.34084 13.68979 13.46140
C: 16.51563 14.03095 14.19604
C: 17.54953 13.11612 14.34638
C: 17.40443 11.79759 14.06516
N: 16.67952 15.43310 14.70013
O: 17.42512 15.61862 15.65753
O: 16.08714 16.35034 14.18868
H: 16.18008 10.41409 13.02944
H: 14.50941 12.12640 12.30162
H: 14.56377 14.38497 13.17983
H: 18.48787 13.39095 14.80508
H: 18.14572 11.04265 14.28184
C: 13.94810 14.10510 1.31020
C: 15.31648 13.96353 1.60004
C: 16.19824 13.54033 0.62376
C: 15.70361 13.09925 -0.60165
C: 14.30176 13.10063 -0.81413
C: 13.38353 13.58835 0.14799
N: 16.68439 12.67277 -1.66212
O: 17.83776 13.11573 -1.58918
O: 16.29667 11.94625 -2.53960
H: 13.26586 14.50585 2.04529
H: 15.69675 14.19082 2.58500
H: 17.24931 13.54189 0.87203
H: 14.00952 12.85730 -1.82497
H: 12.33623 13.50094 -0.10084
C: 10.13836 14.72383 7.42378
C: 10.70348 15.40396 6.31204
C: 10.92400 14.72131 5.13805
C: 10.62469 13.36813 4.97286
C: 10.15707 12.67630 6.11968
C: 9.98206 13.30064 7.34597
N: 10.84310 12.62450 3.72186
O: 10.96690 13.34880 2.69111
O: 10.90995 11.40369 3.69843
H: 9.84966 15.27918 8.30392
H: 10.99296 16.44387 6.34616
H: 11.45072 15.20323 4.32767
H: 9.92153 11.63713 5.94345
H: 9.54178 12.63637 8.07487
C: 19.01076 6.81527 13.00583
C: 20.34120 7.24284 12.84351
C: 20.56925 8.35865 12.04731
C: 19.57160 9.06184 11.51470
C: 18.21600 8.71678 11.75166
C: 17.93768 7.62260 12.53267
N: 19.91011 10.33198 10.75681
O: 19.02359 11.05129 10.34367
O: 21.11745 10.62707 10.67065
H: 18.70227 5.96353 13.59387
H: 21.06892 6.52855 13.19930
H: 21.58462 8.37998 11.67992
H: 17.34408 9.22536 11.36759
H: 16.92824 7.24894 12.62106

M   615.56 u
SMILES string   O=[N+]([O-])c1ccccc1.O=[N+]([O-])c1ccccc1.O=[N+]([O-])c1ccccc1.O=[N+]([O-])c1ccccc1.O=[N+]([O-])c1ccccc1
Kohn-Sham gap   8.40 eV
Charge   0
Energy above the lowest of the compared OMol25 structures with the same formula, charge and spin   2.437 eV

---

2.
A molecular structure, C30H25N9O11P2SSr in a non-equilibrium geometry. Source: OMol25; level of theory: wB97M-V/def2-TZVPD.

Atoms and positions in Å:
Sr: 0.46791 -0.13821 -0.23433
O: -0.28897 3.21151 2.70222
C: -0.43734 2.49870 3.83034
C: -0.27233 3.13891 5.06141
C: -0.42482 2.43749 6.24296
C: -0.73691 1.08132 6.21535
C: -0.89228 0.44239 4.99596
C: -0.76451 1.13217 3.79596
C: -0.94088 0.46697 2.47532
O: -0.66927 1.11495 1.40464
N: -1.44386 -0.75601 2.52571
N: -1.50465 -1.35766 1.31797
C: -2.01195 -2.52501 1.23206
C: -2.10860 -3.25314 -0.02287
C: -2.73667 -4.49795 -0.05523
C: -2.84502 -5.24670 -1.21606
C: -2.29473 -4.73782 -2.39399
C: -1.65875 -3.51439 -2.39890
C: -1.53344 -2.71292 -1.22738
O: -0.92051 -1.58846 -1.24915
H: -0.36190 2.53423 1.96317
H: -0.00787 4.19003 5.06186
H: -0.29253 2.94918 7.19047
H: -0.85506 0.53274 7.14272
H: -1.10046 -0.61684 4.93942
H: -2.38235 -3.03060 2.13679
H: -3.14870 -4.89150 0.87104
H: -3.33678 -6.21309 -1.20969
H: -2.36518 -5.31960 -3.30861
H: -1.22144 -3.11861 -3.31016
S: -3.66430 5.88743 -4.44897
N: -4.33216 4.77798 -3.46065
C: -3.34437 4.03456 -3.00259
C: -3.47670 2.91663 -2.10181
C: -4.70285 2.47902 -1.59432
C: -4.72618 1.39017 -0.75523
C: -3.51755 0.74901 -0.45985
N: -2.35800 1.15353 -0.92815
C: -2.31137 2.22440 -1.71817
C: -0.98846 2.66746 -2.17278
N: 0.07564 2.02888 -1.67107
C: 1.27741 2.40709 -2.05757
C: 1.50252 3.41949 -2.99652
C: 0.42363 4.09466 -3.50638
C: -0.85996 3.73491 -3.07645
C: -2.05491 4.42537 -3.49817
N: -2.09945 5.45381 -4.32148
H: -5.60412 3.00923 -1.87571
H: -5.65527 1.02686 -0.33727
H: -3.47990 -0.12799 0.18058
H: 2.11771 1.91280 -1.61129
H: 2.51620 3.64969 -3.29231
H: 0.53200 4.90066 -4.22097
O: 4.07902 1.99200 -0.48330
P: 3.54036 0.73200 0.40026
O: 4.51467 0.47486 1.48646
O: 2.09446 0.97527 0.61891
O: 3.73851 -0.52257 -0.66494
P: 3.06929 -0.48081 -2.14924
O: 3.64048 -1.96171 -2.66496
O: 3.72028 0.52494 -3.02155
O: 1.59059 -0.59207 -2.04955
H: 5.03939 1.90875 -0.54827
H: 4.31885 -1.72550 -3.31360
C: 4.29357 -3.74778 0.11647
N: 3.23854 -3.07431 0.83463
C: 3.43131 -2.35464 2.07693
C: 2.08254 -1.63198 2.21661
O: 1.73079 -1.01161 3.19193
N: 1.35047 -1.86938 1.07394
C: 2.07092 -2.65124 0.28678
N: 1.60319 -3.14213 -0.87853
H: 5.18505 -3.75417 0.74013
H: 4.52666 -3.23983 -0.82041
H: 4.00820 -4.78280 -0.10062
H: 4.20731 -1.58898 2.00437
H: 3.62552 -3.02192 2.91934
H: 0.81579 -2.58461 -1.23274
H: 2.30457 -3.29748 -1.59094

M   869.22 u
Kohn-Sham gap   4.92 eV
Charge   -2
Energy above the lowest of the compared OMol25 structures with the same formula, charge and spin   3.536 eV

---

3.
A molecular structure, C30H25N9PtS2 in a non-equilibrium geometry. Source: OMol25; level of theory: wB97M-V/def2-TZVPD.

Atoms and positions in Å:
Pt: 0.04386 0.50515 0.54651
S: 3.49274 -4.22831 -4.60650
N: 3.71876 -2.71085 -4.12634
C: 2.81550 -2.40665 -3.20104
C: 2.67404 -1.16031 -2.51585
C: 3.52729 -0.07825 -2.75074
C: 3.32462 1.08900 -2.04488
C: 2.27696 1.14960 -1.13527
N: 1.45972 0.12692 -0.90409
C: 1.63571 -1.03097 -1.56429
C: 0.74965 -2.14218 -1.27684
N: -0.20028 -1.95799 -0.34733
C: -1.01009 -2.95653 -0.06197
C: -0.93598 -4.20912 -0.67495
C: 0.02959 -4.42315 -1.63085
C: 0.90116 -3.37419 -1.95124
C: 1.94287 -3.49869 -2.92512
N: 2.23850 -4.56520 -3.65727
H: 4.31829 -0.19136 -3.47569
H: 3.95733 1.94745 -2.19090
H: 2.08641 2.06014 -0.57740
H: -1.75718 -2.75584 0.69210
H: -1.62778 -4.98786 -0.39742
H: 0.14624 -5.36632 -2.14388
N: 1.50958 -0.05248 4.39023
C: 2.57614 -0.89432 4.50323
C: 3.20507 -1.08102 5.74231
C: 4.25234 -1.96581 5.85959
C: 4.69904 -2.69303 4.74983
C: 4.09867 -2.52219 3.52177
C: 3.04791 -1.61780 3.38487
S: 2.31398 -1.40722 1.81500
N: 1.22953 -0.15978 2.01389
C: 0.79618 0.23540 3.25796
C: -0.38926 0.99438 3.30909
C: -0.92132 1.56116 4.49480
C: -2.01452 2.37889 4.43059
C: -2.61628 2.61450 3.18523
C: -2.09773 1.99435 2.06865
N: -1.02068 1.20847 2.10267
H: 1.18665 0.38274 5.24628
H: 2.86143 -0.52595 6.60289
H: 4.73891 -2.09926 6.81395
H: 5.51709 -3.38717 4.85300
H: 4.43569 -3.06975 2.65580
H: -0.46288 1.35108 5.44839
H: -2.40718 2.83770 5.32425
H: -3.46862 3.26658 3.10011
H: -2.56369 2.14412 1.10170
N: -1.20711 1.16476 -0.82811
C: -2.01707 1.38701 -1.63799
N: -2.85743 1.66266 -2.55599
C: -4.30712 1.59125 -2.40019
C: -4.92857 2.96685 -2.64628
C: -4.51503 3.49436 -4.01784
C: -2.99276 3.53554 -4.11870
C: -2.40931 2.14813 -3.85873
H: -4.55403 1.21350 -1.40717
H: -4.68856 0.88457 -3.14667
H: -4.60721 3.66830 -1.87441
H: -6.01368 2.88080 -2.58594
H: -4.92342 4.49140 -4.17103
H: -4.92605 2.85933 -4.80333
H: -2.59706 4.24742 -3.39203
H: -2.68502 3.86607 -5.11017
H: -1.31834 2.16391 -3.87965
H: -2.76619 1.44603 -4.62061

M   770.81 u
Kohn-Sham gap (alpha / beta)   5.77 / 5.77 eV
Charge   +2

---

Question: The lowest M belongs to which entry?
Answer: C30H25N5O10